(1)
ORCA calculation (ωB97M-V/def2-TZVPD) on a cluster of 2 separate species, Cl3H3Si3 in total in a non-equilibrium geometry.

Summary:
Molecular weight (g/mol): 193.64
Charge: 0
LUMO energy (eV): -1.457
ΔE to the lowest compared entry with this formula, charge and spin (eV): 2.4020
DFT total energy (eV): -61248.1569
Kohn-Sham gap (eV): 7.468

The geometry in XYZ format:
```
9
Properties=species:S:1:pos:R:3:lowdin_charge:R:1
Si 2.509 0.280 -0.366 -0.6175
Cl 3.867 -0.651 0.954 0.1274
Cl 2.731 2.194 -0.089 0.2693
Si -4.113 0.907 0.384 0.2560
H -5.330 0.969 1.482 -0.1951
Cl -2.546 -0.090 1.321 -0.0529
H 3.331 0.012 -1.580 -0.0895
Si 0.701 -0.627 0.769 0.4649
H 0.222 -1.733 -0.330 -0.1626
```

(2)
ORCA calculation (ωB97M-V/def2-TZVPD) on an isolated molecule of Cl4FNOP2S in a non-equilibrium geometry.

Summary:
Molecular weight (g/mol): 284.83
Charge: 0
LUMO energy (eV): -1.047
ΔE to the lowest compared entry with this formula, charge and spin (eV): 0.6637
DFT total energy (eV): -85758.8331
Kohn-Sham gap (eV): 6.847

The geometry in XYZ format:
```
10
Properties=species:S:1:pos:R:3:lowdin_charge:R:1
S 0.281 1.480 -1.686 0.4866
O -0.426 1.165 -2.966 -0.7950
P 1.063 -0.336 1.680 -0.5025
Cl 1.680 1.512 1.136 0.3067
N -0.323 -0.711 1.076 -0.4967
F -2.363 0.659 -0.087 -0.3211
Cl 0.725 -0.688 3.538 0.4059
P -0.891 0.007 -0.531 0.2362
Cl -1.674 -1.546 -1.418 0.4234
Cl 2.645 -1.631 1.370 0.2566
```

(3)
ORCA calculation (ωB97M-V/def2-TZVPD) on a cluster of 2 separate species, Cl4H4Si3 in total in a non-equilibrium geometry.

Summary:
Molecular weight (g/mol): 230.10
Charge: 0
LUMO energy (eV): -1.034
ΔE to the lowest compared entry with this formula, charge and spin (eV): 2.1230
DFT total energy (eV): -73789.9732
Kohn-Sham gap (eV): 7.482

The geometry in XYZ format:
```
11
Properties=species:S:1:pos:R:3:lowdin_charge:R:1
H -3.363 -1.741 -0.102 -0.1066
H 0.579 1.563 -0.977 -0.1262
Cl -1.060 -1.044 1.488 0.1349
Cl 0.746 2.630 1.531 0.2536
H -1.233 -1.214 -1.319 -0.1380
Cl 3.421 1.959 -0.447 0.0491
Si 1.329 1.313 0.132 -0.4232
Si 2.182 -0.640 0.932 0.0720
Cl 2.000 -2.190 -0.396 0.0847
H -2.471 0.421 -0.531 -0.0760
Si -2.130 -1.056 -0.311 0.2758
```